No. 1
This record from OMol25 describes C18H24BN11ORbSTe4 as an isolated structure at a distorted geometry. The level of theory is ωB97M-V/def2-TZVPD.

Properties
Max |F| = 1.148 eV/A
Molar mass = 1049.2 Da
⟨S²⟩ = 0.758
Energy relative to the best compared isomer or geometry (same formula, charge and spin) = 2.48 kcal per mole
HOMO energy (alpha / beta) = -0.0441 / -0.0481 hartree

The geometry in ORCA input format:
```
! RIJCOSX wB97M-V def2-TZVPD def2/J DEFGRID3
* xyz -2 2
Te 0.5992 -1.0638 3.6937
Rb -1.9099 -0.6053 1.3511
C 1.2830 0.4580 -2.2461
C 1.4985 -2.9337 -0.3222
Te -0.5033 -3.3914 2.7840
H 2.9095 -1.2933 1.4150
N -0.7829 3.9749 -1.1251
C -3.5183 3.4369 -0.4751
H -0.3761 7.0965 -1.2950
C -4.7682 2.8696 -0.3874
H 4.7065 -3.5925 0.1765
H -1.0837 3.2507 -3.0846
N -2.5965 2.4562 -0.3422
H -0.6354 2.0635 4.1601
C 0.1877 -0.3765 -1.9667
H 1.6795 3.3556 3.4298
H 2.1961 0.2172 -2.7634
H -0.8279 -3.8606 -0.5335
H -0.7802 5.8981 -3.7489
H -3.2131 4.4616 -0.6110
H 3.3035 -4.6771 0.2087
C -0.1632 -4.5277 -1.0738
H 2.9820 -4.0453 -2.1830
H -0.5810 -4.7337 -2.0620
Te 1.2101 -5.2877 3.2700
C 2.0751 -4.6281 -2.0489
N -0.5715 5.1718 -0.5367
H 4.1964 -1.1107 0.2035
C -0.7487 5.4426 -2.7738
N -0.3007 1.5303 -1.1385
H 3.5648 -3.5683 1.5479
H 1.4529 2.6020 -1.6427
S -3.8305 -4.5344 4.3348
C -4.5048 1.4994 -0.1984
H 0.0527 -1.4204 -2.2037
H 2.5405 -0.5791 -0.1683
C -3.7692 -3.2901 3.2302
H 1.6185 -4.8116 -3.0253
C -0.3351 2.4138 3.1846
C -0.9015 4.1117 -2.4627
B -1.0561 2.6571 -0.3459
C 0.8415 3.0852 2.8116
N -3.7413 -2.4294 2.4399
C 3.6550 -3.6798 0.4620
C 3.1360 -1.3297 0.3455
H -5.1951 0.6787 -0.0753
N 2.8738 -2.6498 -0.2302
H -5.7194 3.3708 -0.4431
C -0.5432 6.0543 -1.5218
H 1.3311 3.7695 0.7452
C 0.9258 1.6632 -1.6873
N -3.2057 1.2675 -0.1630
C 0.6905 3.2834 1.4608
H -0.0795 -5.4641 -0.5129
N 1.1383 -3.8989 -1.2278
N -0.7551 0.2653 -1.2969
N -1.1345 2.2165 2.1497
Te 2.9768 -1.6707 4.6998
O 0.6703 -2.3369 0.3412
N -0.4978 2.7673 1.0862
H 2.3337 -5.5987 -1.6091
*
```

***

No. 2
This record from OMol25 describes a 6-piece molecular cluster, C28H40F3N2O21P2S overall at a distorted geometry. The level of theory is ωB97M-V/def2-TZVPD.

Properties
Max |F| = 2.362 eV/A
Molar mass = 891.6 Da
Energy relative to the best compared isomer or geometry (same formula, charge and spin) = 0.00 kcal per mole
HOMO energy = -0.4271 hartree

The geometry in ORCA input format:
```
! RIJCOSX wB97M-V def2-TZVPD def2/J DEFGRID3
* xyz 1 1
O -3.5897 -3.0849 2.5825
C -2.8393 -3.3837 -1.6204
C 0.6144 1.0519 -7.3204
H 5.6267 -1.4665 3.1655
C -4.1538 -4.2241 3.0212
O 2.3836 11.5609 7.9460
C 4.1352 -1.0382 1.6219
H 3.3615 -1.0637 2.3893
H -0.0289 4.7251 3.0394
H -1.3119 10.8163 7.1437
O 1.1249 0.9376 0.8048
O 4.1679 -4.1479 0.2341
H -3.1118 -5.6791 4.0833
O -5.2679 -4.2820 3.3901
C -0.8830 -2.1871 -2.6963
C 0.2277 9.9569 5.8602
N -0.7497 -4.4990 -2.2273
O 0.4658 10.3894 8.0981
H -1.0193 9.0907 7.4318
P -1.3452 -6.1077 -1.7525
C -1.2231 6.4039 4.9312
H -3.3625 -4.2866 -1.9074
O 3.7755 -1.9630 0.5786
H 0.8889 -1.3752 -3.5297
H -3.4056 -2.5674 -2.0485
C 2.3868 -3.6317 -5.1636
H 1.2440 5.3491 5.7530
H -0.3531 10.2537 4.9914
C 4.4006 -3.1370 0.8178
H 2.4435 -4.6669 -5.4751
H -2.2723 -5.1896 2.6298
C -3.7082 -2.0010 0.3985
H -0.7699 0.1760 -3.4917
H 0.6315 0.9662 -8.4022
O -0.5970 1.6929 -6.8775
O 1.2950 10.8863 6.0932
H -1.9868 -6.6979 0.1567
H -1.2148 3.0148 1.5535
F 3.3205 -2.7988 -7.1573
C -0.9738 1.1473 -5.7074
C 3.5154 -2.8787 -5.8371
H -2.7666 -0.7356 -3.7235
P -1.7256 -0.5767 -2.8032
C 1.7218 1.9074 1.5301
C 0.3984 -2.2507 -3.1404
H -4.4617 -1.7333 -0.3289
C -4.4038 -2.2630 1.7370
O 2.8571 1.8599 1.8809
H 0.7103 -3.7541 -6.1253
N 0.5374 -4.5772 -2.6846
C -0.3339 2.6952 1.0038
H 3.0475 -4.3394 -3.2239
H -5.3976 -2.6720 1.6127
O -1.6824 -5.8720 -0.2518
S -2.6832 -6.7768 -2.9335
O 5.3048 -3.0072 1.8027
C -0.5534 10.0323 7.1560
H -0.0039 -1.0317 -7.1854
H -0.6843 0.8854 -0.2113
H 1.4641 1.6533 -6.9959
C 5.4542 -1.6095 2.1034
C 2.4841 -3.5170 -3.6342
O 0.8578 2.9112 1.7907
H 6.3077 -1.2212 1.5472
O -0.0370 -6.9556 -1.7216
H 0.6506 8.9711 5.6872
H -3.3341 -4.0861 0.3189
O -2.0901 0.0025 -1.4946
C -0.0329 4.6594 4.1223
H -0.7755 0.6282 1.5453
H -3.7231 -6.2198 2.5252
H 0.0460 -7.4527 -2.5478
O -0.2344 0.0388 -5.4402
H -0.2510 3.2792 0.0870
C -1.4697 -3.3716 -2.1859
C -2.8700 -3.1888 -0.0666
H -1.8709 -3.1826 0.3481
H 1.4964 -0.6849 -6.3117
O 0.0674 6.8132 4.8998
H 0.1602 3.6340 4.4223
C 1.4727 11.0042 7.4310
O -2.1402 7.1039 5.2046
C -0.2866 1.2000 0.7526
C 0.9098 5.6605 4.7626
H 2.9532 -2.5814 -3.3637
O 1.1243 -3.1000 -5.5576
F 4.6784 -3.4829 -5.6097
H -4.5094 -1.3109 2.2399
C -3.2493 -5.4007 3.0464
H -3.0438 -1.1686 0.5687
C 1.0879 -3.4818 -3.1072
F 3.6008 -1.6182 -5.3698
O -1.8306 1.5508 -4.9916
O -1.3120 5.0944 4.6067
H 4.2079 -0.0302 1.2321
C 0.5375 -0.2828 -6.6065
H 1.7766 5.8908 4.1501
*
```

***

No. 3
This record from OMol25 describes an isolated ion of composition C9H9F7N3O2 and charge +1 at a distorted geometry. The level of theory is ωB97M-V/def2-TZVPD.

Properties
Max |F| = 7.556 eV/A
Molar mass = 324.2 Da
HOMO energy = -0.5078 hartree
SMILES = [H]/N=C\Cc1[nH]c(C(F)(F)C(F)(F)C(F)(F)F)c[n+]1COO

The geometry in ORCA input format:
```
! RIJCOSX wB97M-V def2-TZVPD def2/J DEFGRID3
* xyz 1 1
H 3.5701 2.9725 -1.2680
H 0.2118 1.9019 1.7578
H -1.0676 -1.7259 -0.8157
C -3.7355 0.2628 -0.1784
H 2.4298 -1.4565 -2.0776
F -5.5282 2.0803 0.1006
O 3.1272 2.2178 0.4304
F -2.5213 1.9690 1.4190
C -1.0566 0.1363 0.5107
H 3.1476 0.6638 1.9663
C -4.4510 1.5932 -0.8149
C 2.9678 0.7871 0.7935
H 1.1460 -2.7628 -1.5548
C 1.0377 -0.8269 -0.2910
H 2.0657 -2.8161 1.3873
C 0.2477 0.9726 1.0465
N 1.5291 0.3461 0.5341
C 1.8912 -1.9462 -1.1349
N 3.0062 -3.1021 1.0309
F -4.8310 -0.4950 0.5341
N -0.4940 -0.9901 -0.3260
H 3.7166 0.0870 0.2250
F -5.1749 1.1188 -2.0536
C -2.5788 0.5579 0.9417
O 3.9639 2.3523 -0.5791
H 4.0642 -2.9762 -0.8847
C 3.0705 -2.7053 -0.2826
F -3.3207 -0.5981 -1.3085
F -3.5170 2.6520 -1.2658
F -2.9165 -0.2701 2.1578
*
```

***

No. 4
This record from OMol25 describes a single C8H14O molecule at a distorted geometry. The level of theory is ωB97M-V/def2-TZVPD.

Properties
Max |F| = 4.911 eV/A
Molar mass = 126.2 Da
Energy relative to the best compared isomer or geometry (same formula, charge and spin) = 72.53 kcal per mole
HOMO energy = -0.3001 hartree
SMILES = CO/C(C)=C/C=C(C)C

The geometry in ORCA input format:
```
! RIJCOSX wB97M-V def2-TZVPD def2/J DEFGRID3
* xyz 0 1
C 3.6882 -0.1285 -0.2326
H 3.8166 1.0297 -0.3793
C -1.5375 0.7207 1.1941
H 0.5503 1.8732 0.1162
H 0.9644 -1.9097 1.0182
O 2.5763 -0.5819 0.5758
H 3.6283 -0.5776 -1.2567
H -2.0969 0.6698 2.1635
H 4.5796 -0.6208 0.2270
H 0.0448 0.9378 -1.1803
H 1.6490 1.4214 -1.1472
C -1.9122 -0.3127 0.2063
H -4.0809 -0.7342 -0.0070
C 0.3755 -1.1191 0.3846
C -1.0519 -1.2196 -0.0786
H -3.4693 0.7210 -0.9955
H -0.6296 0.6075 1.7212
C -3.1998 -0.2645 -0.6104
C 1.2558 -0.1884 0.1602
H -1.6334 1.8264 0.7269
H -3.0411 -0.9788 -1.5682
C 0.8457 1.0233 -0.5694
H -1.3220 -2.1950 -0.4687
*
```

***

No. 5
This record from OMol25 describes C20H25N7O3Ti as an isolated structure at a distorted geometry. The level of theory is ωB97M-V/def2-TZVPD.

Properties
Max |F| = 1.387 eV/A
Molar mass = 459.3 Da
⟨S²⟩ = 0.752
Energy relative to the best compared isomer or geometry (same formula, charge and spin) = 0.00 kcal per mole
HOMO energy (alpha / beta) = -0.6466 / -0.6468 hartree

The geometry in ORCA input format:
```
! RIJCOSX wB97M-V def2-TZVPD def2/J DEFGRID3
* xyz 3 2
H 0.1106 -0.0880 -3.2048
N -1.9341 -5.1580 3.0736
C -0.8118 2.2060 -0.4000
H -4.6508 4.3331 -0.9457
H -1.8000 -4.6666 -2.0383
N -0.1316 1.2794 -0.6579
C -1.3873 -4.0862 -1.2251
H 1.2244 -1.2498 -3.3159
H -3.3195 2.1766 -0.7582
H 4.1327 0.9132 -3.5164
N 1.0296 -0.3610 -2.8515
H -1.3685 5.6049 -1.5004
C -0.5744 -3.2130 3.4877
H -1.2924 4.5926 1.3945
C 1.4434 -0.0746 3.6239
Ti 0.9294 -0.4334 -0.6939
O -1.8796 -5.3446 4.2581
H 1.9161 0.6010 4.3228
H -3.2557 4.2883 -2.0456
H 3.3174 -1.6328 -1.0874
H 0.7036 -1.4214 5.1182
C 1.5101 0.1803 2.2594
N 0.9553 -0.6131 1.3388
C 2.0290 0.6279 -3.3896
H -1.4311 6.5782 -0.0151
N -0.1136 -2.1912 -0.5341
C -0.3028 -2.5697 0.7723
H 2.0277 1.0609 1.8931
H -0.5051 -2.6264 -2.5213
O -3.1019 5.5000 -0.3758
H -3.4427 3.0885 0.7724
H 3.6798 -0.7622 -3.3617
O -2.4426 -5.8900 2.2557
C -1.0381 -3.7058 1.1385
C 3.4463 0.2442 -2.9961
C -1.1545 -3.9884 2.5529
H 4.8207 0.2434 -1.3427
H 0.0511 4.5293 0.2185
H -2.1478 -5.3667 0.3011
C -0.6556 -2.9422 -1.4968
C -1.5811 -4.4760 0.0806
C 0.1658 -2.0470 3.1189
H 3.4428 1.3141 -1.1140
C -3.0532 3.0992 -0.2458
C 0.7707 -1.1941 4.0610
C -3.5634 4.3236 -0.9934
N -1.5600 3.1965 -0.1467
C -1.0305 4.5098 0.3394
N 3.0366 -0.7245 -0.7079
H 3.4250 -0.7167 0.2356
H -0.6861 -3.4768 4.5319
C 3.7488 0.3414 -1.5094
H 1.9466 0.6747 -4.4748
H 1.7685 1.6122 -2.9960
C 0.2866 -1.7205 1.7692
C -1.7028 5.6208 -0.4560
*
```